# 1
The following is a DFT calculation (ωB97M-V/def2-TZVPD) of a molecular structure, CH3N2S.

Atoms and positions in Å:
C  -1.532  0.196  0.385
N  -0.293  0.207  -0.011
N  1.534  -0.084  0.152
S  -3.085  0.052  0.438
H  0.018  0.875  -0.694
H  1.675  -0.242  -0.857
H  1.683  -1.002  0.587

For the HOMO energy (alpha / beta), the calculation gives -14.383 / -15.733 eV. As for the charge: +1. As for the LUMO energy (alpha / beta): -5.59 / -9.19 eV. Its frontier orbital gap (alpha / beta) is 8.80 / 6.54 eV. For the total energy, the calculation gives -547.10838 Eh. The energy relative to the best compared isomer or geometry (same formula, charge and spin) is 34.3 kcal per mole. The largest force on an atom is 4.8 eV Å⁻¹. The multiplicity is 3.



# 2
The following is a DFT calculation (ωB97M-V/def2-TZVPD) of a single C6H10O molecule.

Atoms and positions in Å:
C  2.206  -0.787  0.860
C  1.102  -0.351  0.659
C  -0.242  0.155  0.299
C  -1.250  -0.163  1.405
C  -0.178  1.665  0.042
O  -0.768  -0.536  -0.833
C  0.084  -0.944  -1.879
H  3.180  -1.199  1.012
H  -2.242  0.150  1.066
H  -1.004  0.356  2.336
H  -1.268  -1.241  1.584
H  0.057  2.200  0.970
H  -1.153  2.004  -0.322
H  0.585  1.915  -0.702
H  -0.379  -1.827  -2.329
H  0.191  -0.173  -2.654
H  1.078  -1.225  -1.515

For the HOMO energy, the calculation gives -9.798 eV. As for the charge: 0. As for the LUMO energy: 1.02 eV. The SMILES is C#CC(C)(C)OC. Its frontier orbital gap is 10.82 eV. For the total energy, the calculation gives -309.77003 Eh. The energy relative to the best compared isomer or geometry (same formula, charge and spin) is 45.4 kcal per mole. The largest force on an atom is 0.5 eV Å⁻¹. The multiplicity is 1.



# 3
The following is a DFT calculation (ωB97M-V/def2-TZVPD) of a single C8H13INO3P molecule.

Atoms and positions in Å:
C  -1.519  -3.200  -0.794
C  -1.556  -1.930  -1.001
O  -1.105  -1.182  -2.114
C  -1.441  -0.497  -0.917
C  -2.570  0.499  -0.940
N  -0.312  0.125  -0.248
C  0.595  0.828  -1.038
C  1.712  1.385  -0.611
C  2.583  2.234  -1.529
P  0.068  -0.692  1.103
O  -1.027  -1.465  1.772
I  2.085  -2.086  0.758
O  0.622  0.501  1.974
C  0.746  0.299  3.343
H  -1.672  -3.661  0.176
H  -1.428  -3.872  -1.580
H  -2.383  1.494  -1.277
H  -3.342  0.137  -1.475
H  -3.131  0.669  0.023
H  0.252  1.073  -1.915
H  2.180  1.302  0.398
H  2.253  2.346  -2.535
H  2.599  3.240  -1.062
H  3.495  1.638  -1.731
H  -0.158  -0.401  3.659
H  0.588  1.226  3.989
H  1.864  -0.009  3.571

For the HOMO energy, the calculation gives -8.895 eV. As for the charge: 0. As for the LUMO energy: 0.30 eV. The SMILES is C=C1O[C@]1(C)N(/C=C/C)[P@@](=O)(I)OC. Its frontier orbital gap is 9.20 eV. For the total energy, the calculation gives -1232.08981 Eh. The energy relative to the best compared isomer or geometry (same formula, charge and spin) is 58.5 kcal per mole. The largest force on an atom is 5.4 eV Å⁻¹. The multiplicity is 1.



# 4
The following is a DFT calculation (ωB97M-V/def2-TZVPD) of a gas-phase ion, C5H13N2 (charge +1).

Atoms and positions in Å:
C  -1.833  -2.157  -2.084
N  -1.986  -1.244  -0.974
C  -0.896  -0.511  -0.543
C  -0.942  0.638  0.133
C  0.310  1.396  0.575
C  1.404  0.441  1.033
N  2.476  1.196  1.786
H  -0.887  -2.112  -2.618
H  -1.966  -3.194  -1.771
H  -2.590  -1.961  -2.847
H  -2.825  -0.684  -0.940
H  0.037  -0.991  -0.810
H  -1.882  1.150  0.306
H  0.043  2.168  1.301
H  0.581  1.967  -0.276
H  0.950  -0.251  1.738
H  1.812  -0.013  0.150
H  2.010  1.896  2.352
H  3.120  1.699  1.168
H  3.064  0.565  2.323

For the HOMO energy, the calculation gives -11.065 eV. As for the charge: +1. As for the LUMO energy: -3.71 eV. The SMILES is CN/C=C/CC[NH3+]. Its frontier orbital gap is 7.36 eV. For the total energy, the calculation gives -307.53735 Eh. The energy relative to the best compared isomer or geometry (same formula, charge and spin) is 52.9 kcal per mole. The largest force on an atom is 1.5 eV Å⁻¹. The multiplicity is 1.



# 5
The following is a DFT calculation (ωB97M-V/def2-TZVPD) of a molecular structure, C21H44FN2O19P5S.

Atoms and positions in Å:
C  0.838  0.278  9.104
C  -0.353  0.381  8.454
C  -0.662  -0.241  7.027
C  0.614  -0.203  6.121
C  1.129  -1.389  5.453
C  2.389  -1.336  4.618
F  2.890  -2.439  3.993
C  3.086  -0.071  4.485
P  4.691  0.098  3.517
O  5.016  -1.113  2.719
O  5.878  0.231  4.709
O  4.765  1.528  2.664
C  2.578  1.215  5.125
N  3.194  2.445  5.003
S  2.170  3.426  5.892
N  0.996  2.377  6.455
C  1.312  1.119  5.954
H  1.016  0.924  10.009
H  1.677  -0.386  8.781
H  -1.160  0.974  8.971
H  -1.478  0.394  6.576
H  -0.999  -1.307  7.169
H  0.588  -2.364  5.558
H  5.545  0.900  5.348
H  3.846  1.840  2.547
C  -4.335  -0.629  1.163
O  -3.666  -1.823  1.574
P  -2.032  -1.707  2.020
O  -2.251  -0.656  3.079
O  -1.648  -1.016  0.572
C  -1.774  -1.806  -0.609
O  -0.376  -1.856  2.401
C  0.364  -2.856  1.688
H  -5.253  -0.529  1.742
H  -3.731  0.266  1.296
H  -4.596  -0.723  0.107
H  -2.417  -1.281  -1.317
H  -2.205  -2.788  -0.399
H  -0.789  -1.937  -1.060
H  0.707  -2.452  0.733
H  -0.245  -3.746  1.520
H  1.236  -3.131  2.279
C  -8.385  3.264  -2.076
O  -8.393  1.934  -2.582
P  -6.965  1.012  -2.434
O  -6.885  1.210  -0.937
O  -6.132  2.204  -3.216
C  -6.396  2.413  -4.604
O  -5.542  0.062  -2.400
C  -5.116  -0.520  -3.640
H  -9.242  3.381  -1.412
H  -7.474  3.507  -1.532
H  -8.491  3.957  -2.915
H  -6.666  3.459  -4.757
H  -7.210  1.781  -4.964
H  -5.494  2.195  -5.178
H  -4.520  0.200  -4.202
H  -5.973  -0.839  -4.233
H  -4.494  -1.388  -3.422
C  7.637  2.200  3.058
O  8.907  2.824  3.249
P  10.034  2.742  1.980
O  9.129  3.365  0.951
O  9.932  1.096  1.949
C  10.416  0.366  3.076
O  11.357  2.692  0.901
C  12.606  2.221  1.416
H  6.858  2.928  3.288
H  7.491  1.831  2.044
H  7.554  1.365  3.751
H  9.620  -0.284  3.442
H  10.733  1.029  3.885
H  11.261  -0.252  2.768
H  12.638  1.130  1.370
H  12.756  2.556  2.443
H  13.409  2.617  0.794
C  -2.023  -1.278  -8.293
O  -3.219  -0.811  -8.907
P  -4.703  -1.305  -8.239
O  -4.405  -0.787  -6.856
O  -4.267  -2.889  -8.391
C  -4.125  -3.427  -9.706
O  -6.283  -1.782  -7.804
C  -7.117  -2.315  -8.839
H  -1.387  -0.416  -8.085
H  -2.202  -1.821  -7.366
H  -1.505  -1.937  -8.994
H  -3.130  -3.865  -9.801
H  -4.250  -2.663  -10.476
H  -4.869  -4.211  -9.856
H  -6.922  -3.382  -8.960
H  -6.948  -1.795  -9.783
H  -8.158  -2.185  -8.546

For the HOMO energy, the calculation gives -9.184 eV. As for the charge: 0. As for the LUMO energy: -2.97 eV. Its frontier orbital gap is 6.21 eV. For the total energy, the calculation gives -4570.14406 Eh. The largest force on an atom is 9.5 eV Å⁻¹. The multiplicity is 1.



# 6
The following is a DFT calculation (ωB97M-V/def2-TZVPD) of 2 unconnected molecules or ions with the total composition C4H6ClN.

Atoms and positions in Å:
C  0.839  -0.155  0.722
C  0.234  0.623  1.400
C  1.177  -1.454  0.137
C  -2.363  1.015  0.641
N  -1.922  1.431  -0.550
Cl  -2.949  -0.561  0.521
H  1.023  -1.520  -1.016
H  2.148  -1.659  0.217
H  0.590  -2.135  0.596
H  -0.262  1.219  2.110
H  -1.746  0.846  -1.319
H  -1.679  2.368  -0.705

For the HOMO energy, the calculation gives -8.767 eV. As for the charge: 0. As for the LUMO energy: 0.87 eV. Its frontier orbital gap is 9.64 eV. For the total energy, the calculation gives -670.79972 Eh. The energy relative to the best compared isomer or geometry (same formula, charge and spin) is 93.4 kcal per mole. The largest force on an atom is 5.4 eV Å⁻¹. The multiplicity is 1.



# 7
The following is a DFT calculation (ωB97M-V/def2-TZVPD) of a gas-phase ion, CH4N2O3P (charge -1).

Atoms and positions in Å:
N  1.553  1.231  0.042
C  1.092  -0.029  0.116
O  1.769  -1.014  0.304
P  -0.737  0.056  -0.200
N  -1.140  -1.592  -0.294
O  -0.946  0.747  -1.492
O  -1.874  0.767  1.402
H  2.533  1.468  0.071
H  0.848  1.927  -0.140
H  -0.951  -1.989  0.620
H  -2.147  -1.572  -0.429

For the HOMO energy, the calculation gives -3.758 eV. As for the charge: -1. As for the LUMO energy: 3.97 eV. The SMILES is NC(=O)[P@](N)(=O)[O-]. Its frontier orbital gap is 7.73 eV. For the total energy, the calculation gives -717.14029 Eh. The energy relative to the best compared isomer or geometry (same formula, charge and spin) is 81.0 kcal per mole. The largest force on an atom is 6.4 eV Å⁻¹. The multiplicity is 1.



# 8
The following is a DFT calculation (ωB97M-V/def2-TZVPD) of a gas-phase ion, C4H11NS2 (charge -1).

Atoms and positions in Å:
S  -3.450  2.245  -1.388
S  -2.402  0.538  -0.839
C  -1.093  1.338  0.133
C  0.262  1.008  -0.498
C  0.730  -0.453  -0.422
N  1.254  -0.778  0.984
C  1.746  -2.131  1.149
H  -3.654  1.974  -2.713
H  -1.130  2.399  0.406
H  -1.284  1.031  1.224
H  0.382  1.218  -1.522
H  0.899  1.580  0.006
H  1.606  -0.573  -1.106
H  -0.110  -1.159  -0.567
H  0.440  -0.781  1.539
H  1.394  -2.875  0.377
H  2.841  -2.056  1.091
H  1.567  -2.526  2.146

For the HOMO energy (alpha / beta), the calculation gives 0.454 / -3.709 eV. As for the charge: -1. As for the LUMO energy (alpha / beta): 3.33 / 3.30 eV. Its frontier orbital gap (alpha / beta) is 2.88 / 7.01 eV. For the total energy, the calculation gives -1010.05271 Eh. The energy relative to the best compared isomer or geometry (same formula, charge and spin) is 41.8 kcal per mole. The largest force on an atom is 4.5 eV Å⁻¹. The multiplicity is 2.



# 9
The following is a DFT calculation (ωB97M-V/def2-TZVPD) of a molecular structure, CdH12O6.

Atoms and positions in Å:
Cd  -0.162  -0.033  -0.006
O  1.181  -0.996  -1.194
H  1.017  -0.715  -2.094
H  1.975  -1.529  -1.250
O  0.200  -1.600  1.276
H  0.101  -1.772  2.212
H  0.412  -2.453  0.896
O  -0.084  1.646  -1.261
H  -0.938  1.904  -1.609
H  0.485  2.393  -1.446
O  -1.220  1.062  1.387
H  -1.661  1.896  1.552
H  -1.093  0.682  2.256
O  -1.769  -1.030  -0.903
H  -1.781  -1.940  -1.199
H  -2.675  -0.735  -0.997
O  1.628  0.996  0.722
H  2.303  0.389  1.026
H  2.082  1.834  0.631

For the HOMO energy, the calculation gives -20.059 eV. As for the charge: +2. As for the LUMO energy: -7.11 eV. Its frontier orbital gap is 12.94 eV. For the total energy, the calculation gives -625.76989 Eh. The energy relative to the best compared isomer or geometry (same formula, charge and spin) is 40.6 kcal per mole. The largest force on an atom is 2.8 eV Å⁻¹. The multiplicity is 1.